Model P:
Here is the molecule C3H7N3S2 from the OMol25 dataset. Energies are from ωB97M-V/def2-TZVPD.

Calculated values
HOMO level (eV): -8.5
LUMO energy (eV): 0.30
Frontier orbital gap (eV): 8.8

```
! wB97M-V def2-TZVPD RIJCOSX def2/J DEFGRID3
* xyz 0 1
C 2.2501 -0.2091 0.9971
N 1.6635 -0.7208 -0.0133
N 0.3372 -0.3400 -0.2433
C -0.4040 -1.4305 -0.8643
C -0.0637 0.9548 -0.3072
S 0.8937 2.3170 -0.2766
N -1.4329 1.1257 -0.4923
S -2.6051 0.3650 0.5010
H 3.2560 -0.5156 1.1465
H 1.7596 0.4975 1.6668
H -1.1462 -1.0150 -1.5579
H -0.8790 -2.0096 -0.1347
H 0.3171 -2.0346 -1.4287
H -1.6210 2.0620 -0.6804
H -2.3253 0.9531 1.6874
*
```


Model Q:
Here is the molecule C3H7N3S2 from the OMol25 dataset. Energies are from ωB97M-V/def2-TZVPD.

Calculated values
HOMO level (eV): -8.7
LUMO energy (eV): 0.39
Frontier orbital gap (eV): 9.0

```
! wB97M-V def2-TZVPD RIJCOSX def2/J DEFGRID3
* xyz 0 1
C -3.1070 -0.4276 -0.0589
N -1.7437 -0.8570 -0.1525
C -0.8228 0.0141 -0.0144
N 0.5357 -0.2544 -0.0280
C 1.4087 0.7651 -0.0941
S 1.0105 2.3912 -0.1601
N 2.7442 0.4449 0.1698
S 3.4693 -1.0138 -0.2361
H -3.5688 -0.7929 -0.9774
H -3.1735 0.6755 -0.0829
H -3.6544 -0.7595 0.8110
H -1.0313 1.1070 0.0160
H 0.8517 -1.1804 -0.3338
H 3.2998 1.2962 0.2081
H 3.7815 -1.4084 0.9332
*
```


Which structure is most stable? model Q, by 116.0 kJ/mol over the runner-up.


Model P:
Here is a cluster of 2 separate species, C4H7N4 in total from the OMol25 dataset. Energies are from ωB97M-V/def2-TZVPD.

Calculated values
HOMO level (eV): -12.3
LUMO energy (eV): -3.27
Frontier orbital gap (eV): 9.0

```
! wB97M-V def2-TZVPD RIJCOSX def2/J DEFGRID3
* xyz 1 1
C -1.3143 1.3229 -0.9447
C 0.5962 -1.6747 1.9839
C -0.0530 -0.4379 -0.6655
C 0.7381 0.5786 -1.1390
N -0.6650 -1.5289 2.0537
N -1.6998 -1.2932 1.7257
N -0.0603 1.6541 -1.2713
N -1.3130 0.0570 -0.6038
H -2.1792 1.8425 -1.2348
H 1.1575 -2.5781 2.0759
H 1.2122 -0.7641 2.1759
H 0.2522 -1.5244 -0.3621
H 1.8077 0.6023 -1.4706
H 0.0491 2.5935 -1.5795
H -2.1781 -0.4479 -0.4020
*
```


Model Q:
Here is the ion C4H7N4 with charge +1 from the OMol25 dataset. Energies are from ωB97M-V/def2-TZVPD.

Calculated values
HOMO level (spin up / spin down) (eV): -13.2 / -13.2
LUMO energy (spin up / spin down) (eV): -5.47 / -5.47
Frontier orbital gap (spin up / spin down) (eV): 7.7 / 7.7

```
! wB97M-V def2-TZVPD RIJCOSX def2/J DEFGRID3
* xyz 1 1
C 0.9256 2.5806 0.3025
C -1.2096 -0.5467 0.4778
C -0.1448 -0.6721 -0.5943
C 0.9821 -1.5516 -0.0414
N -3.4136 -0.8590 -0.2987
N 0.5462 1.5976 -0.2591
N -0.0382 0.7283 -0.8364
N -2.3816 -0.6301 0.0227
H 0.4903 3.0906 1.2447
H 1.7041 3.2119 -0.2415
H -0.8197 -0.4711 1.5133
H -0.4458 -1.0362 -1.5802
H 1.9560 -1.3994 -0.4015
H 0.7637 -2.5794 -0.2950
H 1.0854 -1.4632 0.9871
*
```


Which structure is most stable? model P, by 335.2 kJ/mol over the runner-up.


Model P:
Here is a cluster of 2 separate species, C4H12N3 in total from the OMol25 dataset. Energies are from ωB97M-V/def2-TZVPD.

Calculated values
HOMO level (spin up / spin down) (eV): -10.0 / -14.5
LUMO energy (spin up / spin down) (eV): -3.53 / -8.16
Frontier orbital gap (spin up / spin down) (eV): 6.5 / 6.3

```
! wB97M-V def2-TZVPD RIJCOSX def2/J DEFGRID3
* xyz 1 3
C 1.6109 -0.0893 -0.2715
C -1.2942 1.1912 0.4185
C -1.8812 -1.2837 -0.0308
C -1.6375 0.0489 -0.3455
N 2.5402 -0.4911 0.6434
N 1.5425 1.2362 -0.5863
N 0.7877 -0.8467 -0.8732
H -0.2545 1.4715 0.2688
H -1.9111 2.0028 0.1544
H -1.1250 0.9047 1.4847
H -2.9984 -1.3005 0.0212
H -1.4152 -1.5416 1.0171
H -1.8993 -2.0419 -0.7753
H -1.6560 0.2883 -1.4537
H 3.1648 0.2004 1.0602
H 2.3692 -1.3629 1.1359
H 2.0577 1.8697 0.1824
H 1.3452 1.5276 -1.4799
H 0.6541 -1.7837 -0.5704
*
```


Model Q:
Here is the ion C4H12N3 with charge +1 from the OMol25 dataset. Energies are from ωB97M-V/def2-TZVPD.

Calculated values
HOMO level (spin up / spin down) (eV): -8.3 / -15.2
LUMO energy (spin up / spin down) (eV): -2.98 / -8.52
Frontier orbital gap (spin up / spin down) (eV): 5.3 / 6.7

```
! wB97M-V def2-TZVPD RIJCOSX def2/J DEFGRID3
* xyz 1 3
C -0.0419 0.4363 1.1207
C 0.8624 -0.4688 0.4118
C -1.5134 0.3042 0.4669
C 1.8379 0.2383 -0.5131
N -1.4095 -1.1783 0.2056
N -1.4927 0.8137 -0.9131
N -0.1474 -1.2430 -0.5346
H -0.2397 0.1332 2.0711
H 0.3805 1.3560 1.1510
H 1.3666 -1.3010 1.1381
H -2.3098 0.5764 1.1164
H 1.4337 0.9006 -1.2419
H 2.3969 -0.5431 -1.0949
H 2.3679 0.8639 0.0881
H -1.3475 -1.7477 1.1271
H -2.1717 0.2178 -1.4658
H -1.8843 1.7932 -0.9269
H -0.2205 -0.5997 -1.3319
H 0.0350 -2.2278 -0.6963
*
```


Which structure is most stable? model P, by 305.8 kJ/mol over the runner-up.


Model P:
Here is the molecule C3H3NO2S from the OMol25 dataset. Energies are from ωB97M-V/def2-TZVPD.

Calculated values
HOMO level (eV): -9.1
LUMO energy (eV): 0.27
Frontier orbital gap (eV): 9.4

```
! wB97M-V def2-TZVPD RIJCOSX def2/J DEFGRID3
* xyz 0 1
C -0.2722 1.7001 -0.2059
C -1.0435 -0.4616 -0.4679
C 0.3988 -0.4604 -0.2365
N 0.8172 0.9508 -0.0557
O 2.2145 -0.1431 1.9107
O -1.3242 1.0080 -0.3810
S 0.8940 0.1083 1.4488
H -1.3908 -0.7667 -1.4827
H -1.5528 -1.0783 0.2293
H 1.2590 -0.8572 -0.7592
*
```


Model Q:
Here is a cluster of 2 separate species, C3H3NO2S in total from the OMol25 dataset. Energies are from ωB97M-V/def2-TZVPD.

Calculated values
HOMO level (eV): -9.2
LUMO energy (eV): 0.41
Frontier orbital gap (eV): 9.6

```
! wB97M-V def2-TZVPD RIJCOSX def2/J DEFGRID3
* xyz 0 1
O -1.5418 2.4886 0.1235
C -0.5932 1.8093 0.0316
N 0.5583 1.6095 -0.2384
S 1.8497 0.6103 0.2294
H 1.9343 0.4769 -1.0712
C -1.4903 -0.3648 0.4034
C -2.7442 -0.5677 0.0530
O -3.8810 -0.5599 -0.1675
H -0.5610 -0.7345 -0.0984
H -1.4168 -0.4054 1.5271
*
```


Which structure is most stable? model Q, by 187.7 kJ/mol over the runner-up.


Model P:
Here is the molecule C3H3NO2S from the OMol25 dataset. Energies are from ωB97M-V/def2-TZVPD.

Calculated values
HOMO level (eV): -9.3
LUMO energy (eV): -0.74
Frontier orbital gap (eV): 8.5

```
! wB97M-V def2-TZVPD RIJCOSX def2/J DEFGRID3
* xyz 0 1
O -2.2714 -0.5290 -0.0052
C -1.0788 -0.1067 0.0496
C 0.1780 -0.8975 -0.1443
C 1.1351 0.1073 -0.2046
S 2.7755 -0.1076 0.0461
O 0.6883 1.4447 -0.2030
N -0.7607 1.3228 -0.0340
H 0.3344 -1.5398 0.8104
H 0.0095 -1.6200 -1.0211
H -1.0099 1.9258 0.7060
*
```


Model Q:
Here is the molecule C3H3NO2S from the OMol25 dataset. Energies are from ωB97M-V/def2-TZVPD.

Calculated values
HOMO level (eV): -9.0
LUMO energy (eV): -0.28
Frontier orbital gap (eV): 8.7

```
! wB97M-V def2-TZVPD RIJCOSX def2/J DEFGRID3
* xyz 0 1
O 0.0688 1.9343 0.1157
N -0.3842 0.7492 -0.3635
O -1.7732 0.4976 0.0155
C -1.8443 -0.8612 0.1299
C -0.6492 -1.4572 -0.0104
C 0.3488 -0.4255 -0.1547
S 1.9759 -0.3859 0.0369
H 0.8196 1.6825 0.6966
H -2.8478 -1.2404 0.2742
H -0.3920 -2.5044 0.1457
*
```


Model R:
Here is a cluster of 2 separate species, C3H3NO2S in total from the OMol25 dataset. Energies are from ωB97M-V/def2-TZVPD.

Calculated values
HOMO level (spin up / spin down) (eV): -10.3 / -9.9
LUMO energy (spin up / spin down) (eV): -1.81 / -2.30
Frontier orbital gap (spin up / spin down) (eV): 8.5 / 7.6

```
! wB97M-V def2-TZVPD RIJCOSX def2/J DEFGRID3
* xyz 0 1
C -1.4773 -1.2298 -0.5630
C 0.3298 1.0186 -0.6663
C -1.3944 -0.6106 0.6541
N -1.4991 -1.8415 -1.5272
O 3.0567 1.1928 -0.4845
O 1.5138 0.7623 1.5577
S 1.7773 0.7974 0.1467
H 0.3430 0.5645 -1.5727
H -0.9421 -1.1441 1.5015
H -1.7078 0.4903 0.9537
*
```


Which structure is most stable? model P, by 81.5 kJ/mol over the runner-up.